Entry from the OMol25 dataset: an isolated ion of composition C6H12N and charge +1 in a non-equilibrium geometry (ωB97M-V/def2-TZVPD).

XYZ file:
```
19
Properties=species:S:1:pos:R:3:forces:R:3
C 1.2499 0.1919 1.5204 -5.158 -2.112 8.945
C 1.8634 0.4518 0.3776 1.385 0.237 -10.897
C -0.0693 -0.3444 1.0149 0.725 0.383 0.143
C 0.3849 -0.0919 -0.4703 3.331 1.709 1.979
C -1.3166 0.3860 1.5178 -0.113 -0.092 0.155
C -0.3251 0.9032 -1.3333 -0.023 -0.106 -0.004
N 0.6298 -1.3648 -1.2199 -0.077 -0.156 -0.156
H 1.5526 0.3401 2.5418 -0.008 0.045 0.102
H 2.7821 0.8378 0.0027 0.352 0.249 -0.071
H -0.1786 -1.4165 1.2087 -0.068 -0.248 -0.036
H -1.9272 0.7617 0.7032 -0.092 0.013 -0.085
H -1.0254 1.2271 2.1393 -0.056 0.111 0.014
H -1.9310 -0.2783 2.1171 -0.080 -0.007 0.065
H 0.1524 0.9996 -2.3058 0.048 0.021 -0.116
H -0.3070 1.8834 -0.8653 -0.057 0.015 0.071
H -1.3652 0.6090 -1.4716 -0.146 0.038 -0.137
H 1.0077 -2.0790 -0.5845 -0.059 0.110 -0.297
H 1.2973 -1.2102 -1.9865 -0.112 -0.089 0.217
H -0.2528 -1.7020 -1.6317 0.209 -0.120 0.111
```
Positions in Å, forces in eV/Å.

Calculated values
* expectation value of S²: 2.01
* HOMO-LUMO gap (alpha / beta): 6.003 / 8.088 eV
* energy above the lowest of the compared OMol25 structures with the same formula, charge and spin: 185.47 kJ/mol
* total charge: +1
* spin multiplicity: 3
* E_tot: -290.08224 hartree

The Löwdin scheme yields these atomic charges, measured in e:
1 C -0.09
2 C 0.08
3 C -0.27
4 C -0.34
5 C -0.02
6 C -0.02
7 N 0.23
8 H 0.12
9 H 0.09
10 H 0.14
11 H 0.07
12 H 0.09
13 H 0.09
14 H 0.10
15 H 0.11
16 H 0.10
17 H 0.18
18 H 0.18
19 H 0.18

Entry from the OMol25 dataset: C36H32Br2N2Zn as an isolated structure in a non-equilibrium geometry (ωB97M-V/def2-TZVPD).

XYZ file:
```
73
Properties=species:S:1:pos:R:3:forces:R:3
C -5.9239 0.0263 0.8791 0.139 -0.137 0.649
N -5.5445 -0.1678 2.2890 -1.356 0.187 -0.452
C -6.0028 -1.4020 2.8411 0.038 -0.079 -0.240
C -5.7412 -2.6065 2.1667 -0.144 -0.011 0.492
C -6.2311 -3.8098 2.6747 -0.247 0.212 -0.013
C -7.0422 -3.8112 3.8182 0.125 0.166 -0.037
C -7.3158 -2.6063 4.4827 0.158 -0.075 -0.270
C -6.7855 -1.4036 4.0084 0.190 -0.289 -0.359
C -4.2418 0.2972 2.6040 0.936 -0.157 0.129
C -4.0293 1.1613 3.6941 0.418 -0.124 -0.470
C -2.7514 1.6110 3.9738 -0.228 -0.025 -0.031
C -1.6198 1.2398 3.1725 0.994 0.223 0.282
C -0.3117 1.6151 3.6175 -0.032 -0.576 0.313
C 0.9805 1.1287 3.2410 -0.841 0.148 0.302
C 2.1305 1.5960 3.9640 0.155 -0.046 -0.051
C 3.4140 1.1793 3.6593 -0.417 -0.251 -0.361
C 3.6204 0.2742 2.6033 -0.725 0.108 0.085
N 4.9292 -0.1719 2.2812 1.372 0.231 -0.564
C 5.3035 0.0448 0.8752 -0.172 -0.191 0.581
C 5.3720 -1.4262 2.8106 -0.085 0.111 -0.230
C 5.0956 -2.6237 2.1307 0.162 0.017 0.483
C 5.5722 -3.8333 2.6387 0.256 0.247 -0.052
C 6.3837 -3.8436 3.7811 -0.141 0.122 -0.022
C 6.6674 -2.6450 4.4519 -0.127 -0.080 -0.288
C 6.1526 -1.4371 3.9791 -0.191 -0.296 -0.374
C 2.5215 -0.1837 1.8643 0.181 -0.030 0.801
C 1.2294 0.1653 2.2197 0.229 0.058 -0.347
C -1.9039 0.5088 1.9790 -0.106 -0.124 -0.047
C -3.1597 -0.0339 1.7705 -0.418 0.308 0.393
H -5.6750 1.0561 0.6063 -0.001 -0.203 -0.002
H -5.3797 -0.6637 0.2162 -0.232 0.191 -0.195
H -7.0052 -0.1232 0.7694 0.162 -0.067 -0.059
H -5.1436 -2.5798 1.2509 -0.173 -0.079 0.387
H -6.0074 -4.7389 2.1458 -0.106 0.189 0.225
H -7.4644 -4.7508 4.1841 0.147 0.305 -0.075
H -7.9711 -2.5961 5.3548 0.218 -0.064 -0.162
H -6.9842 -0.4468 4.4973 0.057 -0.343 -0.152
H -4.8907 1.4609 4.2906 0.176 0.006 -0.035
H -2.5864 2.2746 4.8275 0.037 -0.240 -0.287
H -0.2999 2.2921 4.4789 -0.037 -0.273 -0.300
H 1.9803 2.3124 4.7747 -0.037 -0.224 -0.246
H 4.2845 1.5490 4.2039 -0.233 -0.055 -0.044
H 6.3742 -0.1644 0.7549 -0.182 0.043 -0.111
H 4.7206 -0.5928 0.1929 0.199 0.085 -0.152
H 5.0886 1.0881 0.6249 0.098 -0.163 0.044
H 4.5027 -2.5876 1.2117 0.176 -0.076 0.403
H 5.3398 -4.7580 2.1065 0.114 0.173 0.228
H 6.7992 -4.7872 4.1419 -0.144 0.277 -0.058
H 7.3207 -2.6430 5.3245 -0.194 -0.075 -0.141
H 6.3649 -0.4822 4.4662 -0.089 -0.347 -0.151
H 2.7085 -0.8633 1.0321 -0.201 -0.018 0.165
H 0.4078 -0.3162 1.7018 0.235 0.225 0.072
H -1.1594 0.4068 1.1898 -0.186 -0.113 0.443
H -3.3311 -0.7264 0.9414 0.087 0.370 0.013
Br -5.2857 5.9891 7.8396 0.050 -0.085 0.102
Zn -3.6590 4.4379 7.8274 0.234 -0.054 -0.346
Br -2.1549 2.7844 7.8402 -0.192 0.181 0.125
C -1.3391 6.7257 4.0343 0.180 0.133 -0.074
C -1.6443 5.5092 3.3583 1.428 0.060 0.766
C -0.4612 4.7139 3.3175 -0.113 0.676 -0.393
C 0.6069 5.4542 3.9209 -1.143 0.457 -0.150
C 0.0505 6.7398 4.3661 -0.486 -0.869 -0.287
C 0.8830 7.6650 5.0140 0.508 -0.225 0.183
C 2.2014 7.3038 5.3227 -0.579 0.390 -0.044
C 2.7284 6.0583 4.9151 -0.124 -0.411 -0.351
C 1.9554 5.1679 4.1599 0.405 0.183 0.407
H -2.0217 7.5245 4.3154 -0.063 -0.099 -0.215
H -2.6230 5.2224 2.9784 0.193 -0.007 0.085
H -0.3389 3.7260 2.8795 -0.203 0.454 0.066
H 0.4813 8.6518 5.2665 0.207 -0.211 0.131
H 2.8327 7.9986 5.8819 -0.100 -0.124 -0.143
H 3.7495 5.7894 5.2046 -0.236 0.115 -0.232
H 2.3700 4.2359 3.7677 0.021 0.262 0.253
```
Positions in Å, forces in eV/Å.

Calculated values
* HOMO-LUMO gap: 3.236 eV
* total charge: -2
* spin multiplicity: 1
* E_tot: -8427.90403 hartree

The Löwdin scheme yields these atomic charges, measured in e:
1 C -0.08
2 N -0.14
3 C -0.23
4 C -0.03
5 C -0.10
6 C -0.12
7 C -0.11
8 C -0.01
9 C -0.30
10 C -0.04
11 C -0.06
12 C -0.23
13 C -0.11
14 C -0.22
15 C -0.07
16 C -0.04
17 C -0.30
18 N -0.14
19 C -0.08
20 C -0.23
21 C -0.03
22 C -0.10
23 C -0.12
24 C -0.11
25 C -0.01
26 C -0.06
27 C -0.05
28 C -0.06
29 C -0.06
30 H 0.09
31 H 0.06
32 H 0.08
33 H 0.11
34 H 0.09
35 H 0.09
36 H 0.09
37 H 0.11
38 H 0.09
39 H 0.06
40 H 0.09
41 H 0.10
42 H 0.10
43 H 0.08
44 H 0.06
45 H 0.09
46 H 0.11
47 H 0.09
48 H 0.09
49 H 0.09
50 H 0.11
51 H 0.09
52 H 0.06
53 H 0.08
54 H 0.09
55 Br -0.07
56 Zn 0.05
57 Br 0.02
58 C -0.15
59 C -0.15
60 C -0.11
61 C -0.22
62 C -0.25
63 C -0.10
64 C -0.18
65 C -0.17
66 C -0.08
67 H 0.05
68 H 0.06
69 H 0.06
70 H 0.08
71 H 0.06
72 H 0.07
73 H 0.08

Entry from the OMol25 dataset: C17H27N6OW as an isolated structure (ωB97M-V/def2-TZVPD).

XYZ file:
```
52
Properties=species:S:1:pos:R:3:forces:R:3
W -0.1994 -0.2749 0.5323 0.406 -0.041 0.059
C -0.9403 3.7305 -1.1593 -0.004 -0.013 0.017
C -0.6380 2.2922 -0.9253 0.078 -0.058 0.126
N -0.0403 1.8266 0.1273 -0.104 0.224 -0.178
C 0.3218 2.6778 1.2692 -0.011 0.032 0.017
C -0.1373 2.0093 2.5650 -0.003 0.037 0.032
N 0.1320 0.5272 2.6090 -0.045 0.067 -0.077
C 1.4514 0.1468 3.1883 0.015 -0.007 -0.012
C 2.5266 0.3678 2.1503 -0.007 0.004 0.009
N 2.0992 -0.3078 0.8882 -0.134 -0.087 -0.039
C 2.6829 -1.6897 0.7765 0.018 -0.005 -0.007
C 1.7252 -2.6493 0.0548 -0.005 -0.037 -0.022
N 0.7191 -1.8396 -0.6345 -0.169 -0.049 -0.105
C 0.2951 -2.1063 -1.8329 0.040 0.045 0.100
C 0.6773 -3.3056 -2.6232 0.006 -0.020 0.025
C -0.5221 -1.0119 -2.3852 -0.014 0.097 0.019
C -0.9862 -0.8757 -3.6846 0.007 0.025 0.071
C -1.4951 0.3568 -4.0802 0.011 0.000 0.027
C -1.4370 1.4430 -3.2114 0.037 -0.038 0.032
C -0.9622 1.2464 -1.9236 -0.005 -0.052 0.013
N -0.6145 0.0097 -1.5098 -0.031 0.124 -0.251
H -0.0533 4.3449 -1.0006 0.002 0.005 0.002
H -1.7102 4.0681 -0.4595 -0.002 0.008 0.005
H -1.3047 3.9168 -2.1637 -0.001 0.001 -0.003
H -0.1501 3.6576 1.2073 0.019 -0.017 0.011
H 1.3990 2.8430 1.2423 -0.008 -0.003 0.016
H -1.2158 2.1248 2.6616 0.025 0.000 -0.015
H 0.3316 2.4939 3.4231 -0.013 -0.009 -0.017
H -0.5871 0.1479 3.2222 0.002 -0.023 -0.021
H 1.3924 -0.9094 3.4610 0.006 0.018 0.004
H 1.6514 0.7139 4.0989 0.007 -0.002 -0.021
H 3.4875 -0.0195 2.4902 -0.017 -0.001 0.004
H 2.6719 1.4261 1.9487 -0.004 0.003 0.002
H 2.4867 0.2298 0.1165 0.010 -0.010 0.006
H 2.8958 -2.0578 1.7782 -0.027 0.005 -0.005
H 3.6341 -1.6212 0.2491 -0.007 -0.011 0.027
H 1.2217 -3.3064 0.7655 0.038 -0.007 -0.014
H 2.2685 -3.2834 -0.6436 -0.006 0.027 0.006
H 0.5183 -4.2145 -2.0411 0.013 -0.006 -0.002
H 1.7366 -3.2651 -2.8925 -0.003 0.008 -0.010
H 0.1047 -3.3843 -3.5418 -0.010 -0.002 -0.002
H -0.9344 -1.6954 -4.3866 0.006 -0.009 -0.004
H -1.8745 0.4881 -5.0848 -0.004 0.002 -0.009
H -1.7351 2.4236 -3.5525 0.003 0.006 -0.006
C -3.3770 0.2637 0.6298 -0.008 -0.004 -0.068
O -1.9815 0.2015 0.9011 -0.149 0.013 0.040
H -3.6748 1.3068 0.5136 -0.015 -0.026 0.007
H -3.9252 -0.1700 1.4659 -0.006 0.009 -0.027
H -3.6047 -0.2883 -0.2836 -0.018 0.015 0.016
N -1.4638 -3.0397 1.9138 0.040 0.083 -0.023
C -0.9630 -2.1199 1.4409 0.079 -0.347 0.243
H -1.9034 -3.8489 2.3297 -0.036 0.028 0.002
```
Positions in Å, forces in eV/Å.

Calculated values
* expectation value of S²: 2.02
* HOMO-LUMO gap (alpha / beta): 7.371 / 8.157 eV
* energy above the lowest of the compared OMol25 structures with the same formula, charge and spin: 8.04 kJ/mol
* total charge: +3
* spin multiplicity: 3
* E_tot: -1133.94040 hartree

The Löwdin scheme yields these atomic charges, measured in e:
1 W 1.67
2 C 0.04
3 C -0.20
4 N -0.06
5 C -0.14
6 C -0.12
7 N -0.16
8 C -0.14
9 C -0.15
10 N -0.14
11 C -0.11
12 C -0.14
13 N -0.12
14 C -0.20
15 C 0.04
16 C -0.16
17 C 0.08
18 C 0.05
19 C 0.08
20 C -0.16
21 N -0.01
22 H 0.12
23 H 0.12
24 H 0.09
25 H 0.13
26 H 0.13
27 H 0.13
28 H 0.15
29 H 0.13
30 H 0.13
31 H 0.15
32 H 0.15
33 H 0.12
34 H 0.14
35 H 0.13
36 H 0.14
37 H 0.12
38 H 0.13
39 H 0.12
40 H 0.13
41 H 0.09
42 H 0.14
43 H 0.15
44 H 0.14
45 C -0.08
46 O -0.46
47 H 0.10
48 H 0.10
49 H 0.09
50 N 0.27
51 C -0.08
52 H 0.15

Entry from the OMol25 dataset: C23H40Br2CrN4OSi2Te as an isolated structure in a non-equilibrium geometry (ωB97M-V/def2-TZVPD).

XYZ file:
```
74
Properties=species:S:1:pos:R:3:forces:R:3
Cr 10.3951 9.3288 14.7844 -1.348 -1.120 0.146
O 12.8714 11.0533 19.3091 -0.918 -0.423 0.622
C 11.8314 10.5357 18.5663 0.839 -0.085 0.799
C 10.5603 10.2264 19.0734 -1.149 0.060 1.281
C 9.6230 9.7135 18.2063 -0.536 -0.299 -0.803
N 9.8708 9.5406 16.8764 -0.778 -0.548 1.555
C 11.1093 9.6824 16.5032 1.378 0.214 -1.120
Br 13.4029 10.4918 12.8549 -0.573 0.532 0.370
C 12.1050 10.2059 17.2611 0.605 0.231 1.261
H 12.7263 10.9240 20.2756 -0.078 0.214 -1.084
H 10.2167 10.3720 20.1412 0.844 -0.129 -1.295
H 8.6515 9.3234 18.5077 0.104 0.529 0.336
H 13.0956 10.3285 16.9037 0.696 0.114 -0.427
Te 11.2895 11.5361 13.9519 1.279 0.610 -1.220
C 11.1101 9.5188 5.5167 0.550 0.459 -0.163
C 10.4473 8.5250 6.4439 -1.341 -0.810 0.988
N 9.5463 9.1844 7.4758 2.027 1.780 0.041
C 8.6041 10.1443 6.7943 0.202 -1.563 -0.637
C 9.3564 11.1983 5.9699 -0.437 0.083 -0.729
N 10.8547 10.9382 5.9573 -0.998 -1.598 0.688
C 11.3198 11.0477 7.3659 0.047 2.759 -0.180
C 10.5573 10.1266 8.2283 -1.556 -2.643 1.374
H 10.7068 9.4664 4.5068 0.268 -0.095 -0.187
H 12.2029 9.3600 5.5531 -0.402 0.365 -0.442
H 11.1906 7.8823 6.9881 -0.662 0.789 -0.350
H 9.8180 7.8287 5.8603 0.190 0.289 0.204
H 7.9245 10.5859 7.5326 0.406 0.007 0.014
H 7.9531 9.5529 6.0975 0.564 0.303 0.638
H 9.1708 12.1967 6.3514 0.422 0.224 0.171
H 8.9513 11.2155 4.9347 0.775 -0.127 0.388
H 11.3392 11.6099 5.2601 0.296 0.474 -0.120
H 11.0030 12.0642 7.6619 0.421 -0.015 -0.246
H 12.4126 11.0398 7.5078 -0.416 -0.437 -0.655
H 9.9868 10.6551 9.0094 0.027 -0.038 -0.447
H 11.2636 9.4999 8.7937 -0.364 -0.194 -0.270
C 10.3571 5.7170 16.3504 0.146 0.743 1.064
Si 9.5876 6.3686 14.7464 0.430 -0.710 -0.607
C 9.2200 4.8953 13.6001 0.888 0.464 0.332
C 7.9011 7.0001 15.1911 -1.439 0.285 0.515
C 10.7230 7.5538 13.8058 0.042 -0.213 -0.492
Si 12.4201 6.7237 13.6689 -0.538 -0.390 0.837
C 12.4484 4.7556 13.7796 0.781 0.496 0.886
C 13.4249 7.3047 15.1331 0.674 0.270 1.046
C 13.2275 7.1734 12.0529 0.229 -2.020 0.338
H 9.8530 4.8420 16.7762 -0.202 0.042 -0.326
H 10.2636 6.4982 17.1531 0.104 -0.446 -0.628
H 11.4200 5.4526 16.3224 -0.191 0.154 -0.208
H 9.9922 4.8152 12.8115 -0.574 -0.195 0.410
H 8.2391 4.9960 13.1795 -0.535 0.067 -0.448
H 9.2130 4.0216 14.2469 0.107 -0.378 -0.186
H 7.3572 6.1752 15.7007 0.291 0.181 -0.338
H 7.2892 7.2474 14.2831 0.557 -0.005 0.789
H 7.8561 7.8252 15.9369 0.124 -0.291 -0.685
H 10.3440 7.6293 12.7447 0.075 -0.129 0.826
H 11.7357 4.2728 14.4901 0.433 0.405 -0.803
H 13.4741 4.4427 14.1368 -0.859 0.452 -0.339
H 12.3600 4.3574 12.7737 -0.308 -0.281 -0.081
H 12.8861 7.2598 16.1088 0.229 -0.234 -0.672
H 13.7573 8.3474 15.0689 -0.258 0.024 -0.318
H 14.3721 6.7466 15.2491 -0.402 -0.072 -0.025
H 13.3008 6.2051 11.5016 0.048 0.815 0.023
H 14.2241 7.5030 12.3011 0.392 0.329 -0.303
H 12.6660 7.8908 11.5085 -0.257 0.679 -0.549
Br 5.3254 12.3267 15.2010 0.051 -0.202 -0.142
C 6.4917 11.2729 14.1406 0.180 -0.350 0.140
C 6.3821 11.2780 12.7471 1.387 -0.737 0.454
C 7.3492 10.5790 12.0146 -0.623 0.536 0.458
C 8.3291 9.8999 12.7074 0.791 -0.822 -0.481
N 8.4178 9.8369 14.0358 -1.672 1.013 0.571
C 7.4755 10.5187 14.7804 0.903 -0.455 -0.647
H 5.6105 11.8178 12.2674 -0.644 0.533 -0.382
H 7.3918 10.6075 10.9318 -0.213 -0.089 0.124
H 9.1051 9.3341 12.1481 -0.560 0.561 0.483
H 7.5530 10.4620 15.8909 0.028 0.058 -1.138
```
Positions in Å, forces in eV/Å.

Calculated values
* expectation value of S²: 6.13
* HOMO-LUMO gap (alpha / beta): 2.281 / 6.825 eV
* energy above the lowest of the compared OMol25 structures with the same formula, charge and spin: 0.00 kJ/mol
* spin multiplicity: 5
* E_tot: -8234.00323 hartree

The Löwdin scheme yields these atomic charges, measured in e:
1 Cr 0.18
2 O 0.06
3 C -0.28
4 C 0.00
5 C -0.11
6 N 0.00
7 C -0.43
8 Br -0.08
9 C -0.04
10 H 0.13
11 H 0.14
12 H 0.12
13 H 0.12
14 Te 0.50
15 C -0.19
16 C -0.18
17 N -0.11
18 C -0.18
19 C -0.19
20 N -0.12
21 C -0.22
22 C -0.16
23 H 0.10
24 H 0.11
25 H 0.13
26 H 0.12
27 H 0.11
28 H 0.12
29 H 0.09
30 H 0.10
31 H 0.03
32 H 0.10
33 H 0.12
34 H 0.11
35 H 0.12
36 C -0.18
37 Si 0.38
38 C -0.18
39 C -0.21
40 C -0.45
41 Si 0.42
42 C -0.19
43 C -0.20
44 C -0.22
45 H 0.04
46 H 0.04
47 H 0.01
48 H 0.03
49 H 0.01
50 H 0.03
51 H 0.04
52 H 0.05
53 H 0.01
54 H 0.02
55 H 0.01
56 H 0.04
57 H 0.01
58 H 0.03
59 H 0.00
60 H 0.04
61 H 0.04
62 H 0.01
63 H -0.02
64 Br 0.76
65 C -0.65
66 C -0.07
67 C -0.03
68 C -0.18
69 N -0.06
70 C -0.14
71 H 0.10
72 H 0.11
73 H 0.11
74 H 0.12